Record 1
3 unconnected molecules or ions with the total composition C28H54Cl2N4O10P3 in a non-equilibrium geometry. Source: the Open Molecules 2025 dataset; level of theory: the ωB97M-V functional and the def2-TZVPD basis.

As for the molar mass: 770.59 g/mol. As for the highest occupied orbital energy: -11.237 eV. For the frontier orbital gap, the calculation gives 0.240 hartree. The calculation puts the total energy at -4014.31372 hartree. Its net charge is +1. For the maximum force, the calculation gives 9.20 eV Å⁻¹.

Element x y z (Å)
C 5.555 -2.110 1.582
C 5.365 -3.045 0.682
C 5.022 -4.064 -0.508
C 5.851 -3.789 -1.873
C 5.133 -2.664 -2.831
C 5.228 -1.229 -2.120
C 6.645 -0.503 -2.176
C 7.927 -1.115 -2.936
Cl 9.417 -0.652 -1.908
C 8.094 -0.585 -4.476
C 6.971 0.480 -4.929
Cl 9.759 0.148 -4.752
C 6.803 0.908 -1.490
C 5.563 1.531 -0.736
O 5.687 2.834 -0.092
N 4.852 3.740 -0.712
O 5.362 4.218 -1.677
C 4.211 0.708 -0.753
P 2.686 1.446 0.166
N 3.222 2.160 1.526
N 4.075 -0.601 -1.442
N 2.805 -1.167 -1.393
C 2.053 -0.549 -2.570
C 1.266 -1.622 -3.479
C 2.142 -2.141 -4.762
H 5.738 -1.482 2.532
H 5.330 -5.122 -0.148
H 3.892 -4.131 -0.743
H 6.933 -3.519 -1.599
H 5.905 -4.813 -2.424
H 5.639 -2.715 -3.868
H 4.043 -3.052 -2.962
H 7.910 -2.260 -2.985
H 8.004 -1.484 -5.213
H 7.088 1.480 -4.372
H 5.891 0.078 -4.823
H 7.115 0.718 -6.061
H 7.774 1.535 -1.500
H 1.844 0.355 0.634
H 1.936 2.353 -0.665
H 2.939 3.154 1.507
H 2.836 -2.197 -1.465
H 1.372 0.304 -2.166
H 2.842 -0.008 -3.237
H 0.364 -1.050 -3.948
H 0.808 -2.479 -2.866
H 2.182 -3.299 -4.677
H 1.673 -1.869 -5.773
H 3.224 -1.707 -4.731
O -2.279 -0.692 -1.944
P -3.154 -1.575 -1.040
O -4.422 -0.494 -1.025
C -4.919 0.058 -2.240
C -5.827 -0.908 -2.979
O -2.463 -1.112 0.395
C -1.116 -0.661 0.424
C -1.054 0.854 0.326
O -4.097 -2.621 -0.065
C -5.504 -2.764 -0.081
C -5.923 -3.879 -1.017
H -4.109 0.387 -2.895
H -5.489 0.951 -1.972
H -5.288 -1.822 -3.243
H -6.209 -0.454 -3.897
H -6.682 -1.191 -2.364
H -0.529 -1.140 -0.366
H -0.684 -0.981 1.377
H -1.651 1.242 -0.504
H -0.022 1.191 0.197
H -1.457 1.312 1.234
H -6.031 -1.836 -0.295
H -5.802 -3.037 0.936
H -5.490 -3.749 -2.012
H -7.012 -3.922 -1.102
H -5.569 -4.842 -0.640
O -5.499 2.324 3.066
P -5.690 2.244 4.588
O -4.295 3.090 4.933
C -4.018 4.325 4.283
C -4.798 5.478 4.887
O -5.067 0.719 4.771
C -5.116 -0.209 3.692
C -3.825 -0.174 2.893
O -6.006 2.145 6.269
C -5.669 3.098 7.257
C -6.810 4.067 7.485
H -4.207 4.267 3.209
H -2.948 4.515 4.405
H -5.875 5.308 4.798
H -4.555 6.417 4.383
H -4.567 5.597 5.946
H -5.986 -0.020 3.057
H -5.249 -1.205 4.123
H -3.537 0.843 2.612
H -3.917 -0.770 1.984
H -2.998 -0.575 3.487
H -4.732 3.614 7.057
H -5.499 2.540 8.184
H -7.145 4.517 6.548
H -6.511 4.859 8.177
H -7.670 3.545 7.912

Force components x, y, z for each atom (eV/Å):
C -0.8772 -4.9086 -3.7258
C 0.1905 4.3154 3.2272
C 0.8417 0.0777 0.7325
C -0.1350 -0.3950 0.3020
C -0.1685 -0.9056 1.1492
C 1.6773 1.8356 0.0860
C -2.5215 2.1893 2.0029
C -0.2435 0.0872 0.1069
Cl -1.5277 -0.7628 -0.5516
C -1.0411 0.1112 -0.7883
C 0.3006 0.2759 -0.7474
Cl -1.4007 -0.5188 -0.2090
C -3.4841 -1.4345 0.3983
C -0.1283 -3.2899 -1.8834
O 1.1791 -4.7984 -0.6835
N -0.4674 2.7250 -3.0580
O -1.0246 -1.0171 2.0137
C 2.3719 -0.0386 -1.2888
P 0.9825 1.0615 3.8450
N -1.1302 -0.3258 -2.2837
N 5.3787 1.6769 0.5510
N -0.3545 0.4238 -1.6185
C -0.6496 0.5925 -1.0331
C -0.5719 1.2379 -1.0138
C 0.2168 -0.6743 0.8378
H -0.3762 -1.3495 -2.2616
H -0.5346 1.8503 -0.4500
H 1.7500 0.3344 0.6174
H -1.6878 -0.2313 -0.4040
H -0.2493 1.9393 0.6844
H -0.8203 0.6038 1.6923
H 1.8880 1.0574 0.1296
H -0.0816 1.8707 0.3558
H 0.3574 1.4918 1.5726
H -0.2467 -1.6119 -0.7029
H 1.8125 0.5298 0.0638
H -0.1162 -0.5163 2.0614
H -1.7423 -1.4017 -0.0627
H 0.8031 0.3656 -1.3575
H 0.4143 -1.0315 -0.2459
H 0.4897 -0.5980 0.0793
H 0.3326 0.8320 0.0509
H 0.8793 -1.7385 -0.6080
H -1.4164 -1.0098 1.0184
H 1.4699 -1.0181 1.1502
H 0.8505 1.2829 -0.8199
H 0.1927 1.9630 -0.4590
H 0.6213 -0.3518 1.6850
H -1.9255 -0.8312 -0.1062
O 0.2823 -4.2196 -1.5259
P -2.3628 7.2595 5.1312
O -0.2409 -0.8222 -0.7756
C -0.2737 0.3744 -0.2691
C -0.0387 -0.0250 0.0185
O 0.6935 -1.6441 -0.7089
C 0.2338 0.2932 -0.0050
C -0.2717 0.2363 0.0645
O 2.1726 -0.4745 -1.8752
C -0.9708 -0.5927 -0.4702
C -0.0336 -0.3017 0.0361
H 0.0995 -0.1003 0.1488
H 0.0827 -0.0805 0.1915
H 0.0167 0.0354 -0.1000
H 0.0894 -0.0391 0.0654
H -0.0054 0.0140 -0.0181
H -0.0698 0.1308 -0.0328
H -0.1792 -0.0695 0.0340
H 0.1391 -0.2229 -0.0489
H -0.1770 0.0208 0.0481
H 0.1274 -0.0827 -0.0353
H 0.4005 0.0785 -0.1603
H 0.4649 0.0004 0.0609
H -0.1380 0.1145 0.0114
H 0.1120 0.0025 -0.0422
H -0.0515 0.0723 -0.0262
O -4.1617 1.1329 1.1027
P 8.5935 -2.6927 0.9869
O -0.7661 0.8463 0.1374
C 0.2555 0.2794 -0.1303
C -0.0038 0.0322 0.0450
O -1.6789 0.1398 0.2896
C 0.2282 -0.0831 -0.3893
C 0.0524 -0.0433 0.0708
O -1.6681 0.1536 -2.2736
C -0.3758 0.8827 0.5603
C -0.2321 0.0171 0.1826
H -0.0941 -0.1814 0.0591
H -0.0213 -0.1755 0.0993
H 0.0108 0.0609 -0.0896
H -0.0503 -0.0991 -0.0063
H 0.0068 0.0097 -0.0048
H 0.1892 0.0700 -0.0068
H 0.0038 0.1073 0.1669
H -0.2943 -0.0378 -0.0401
H -0.0138 0.0910 0.2058
H -0.0945 -0.0721 -0.0066
H -0.1052 -0.1276 -0.3951
H -0.1283 -0.3359 -0.2640
H 0.1457 0.0778 0.0480
H -0.0505 -0.0345 -0.0928
H 0.0730 0.0528 -0.0232

Atom charges from the Mulliken analysis, given in e for atoms 1 to 99:
1 C -0.25
2 C -0.21
3 C -0.57
4 C -0.63
5 C -0.71
6 C -0.08
7 C 0.55
8 C -0.22
9 Cl -0.11
10 C 0.17
11 C -0.88
12 Cl -0.15
13 C -0.31
14 C -0.12
15 O -0.18
16 N 0.23
17 O -0.30
18 C 0.01
19 P 0.40
20 N -0.80
21 N 0.93
22 N -0.47
23 C -0.34
24 C -0.37
25 C -0.77
26 H 0.36
27 H 0.40
28 H 0.26
29 H 0.34
30 H 0.39
31 H 0.30
32 H 0.03
33 H 0.18
34 H 0.34
35 H 0.26
36 H 0.10
37 H 0.39
38 H 0.36
39 H 0.13
40 H 0.18
41 H 0.28
42 H 0.22
43 H 0.19
44 H 0.26
45 H 0.30
46 H 0.33
47 H 0.21
48 H 0.35
49 H 0.06
50 O -0.76
51 P 0.99
52 O -0.25
53 C -0.36
54 C -1.00
55 O -0.14
56 C -0.36
57 C -0.39
58 O -0.37
59 C 0.01
60 C -1.32
61 H 0.28
62 H 0.31
63 H 0.19
64 H 0.42
65 H 0.26
66 H 0.11
67 H 0.48
68 H 0.25
69 H -0.33
70 H 0.33
71 H 0.19
72 H 0.40
73 H 0.28
74 H 0.36
75 H 0.37
76 O -0.76
77 P 1.10
78 O -0.43
79 C -0.30
80 C -0.97
81 O -0.33
82 C -0.68
83 C -0.32
84 O -0.36
85 C -0.04
86 C -1.14
87 H 0.30
88 H 0.32
89 H 0.19
90 H 0.40
91 H 0.26
92 H 0.35
93 H 0.43
94 H 0.16
95 H 0.01
96 H 0.31
97 H 0.21
98 H 0.35
99 H 0.27

=====

Record 2
A molecular structure, C28H54Cl2O9S in a non-equilibrium geometry. Source: the Open Molecules 2025 dataset; level of theory: the ωB97M-V functional and the def2-TZVPD basis.

As for the molar mass: 637.70 g/mol. As for the highest occupied orbital energy: -9.178 eV. For the frontier orbital gap, the calculation gives 0.358 hartree. The calculation puts the total energy at -3094.96777 hartree. For the maximum force, the calculation gives 2.83 eV Å⁻¹.

Element x y z (Å)
C 6.335 -0.893 -0.509
C 6.869 -0.622 -1.927
C 6.037 0.385 -2.776
C 5.210 1.447 -1.995
C 3.761 0.965 -1.772
C 2.709 2.109 -1.749
C 1.650 1.970 -0.621
C 0.246 1.545 -1.084
C 0.104 0.123 -1.639
Cl 1.301 -1.086 -1.045
O 0.189 0.295 -3.080
S -1.012 -0.461 -3.866
O -2.109 0.460 -4.108
O -0.526 -1.242 -4.968
O -1.516 -1.391 -2.602
C -1.283 -0.585 -1.456
C -2.480 0.211 -0.896
Cl -2.372 0.295 0.906
C -3.801 -0.487 -1.288
C -3.946 -1.897 -0.689
H 5.256 -1.046 -0.520
H 6.775 -1.801 -0.084
H 6.614 -0.059 0.134
H 6.846 -1.581 -2.461
H 7.923 -0.336 -1.888
H 6.761 0.937 -3.390
H 5.412 -0.199 -3.455
H 5.719 1.710 -1.062
H 5.224 2.356 -2.613
H 3.514 0.282 -2.590
H 3.674 0.410 -0.837
H 3.254 3.037 -1.564
H 2.241 2.215 -2.731
H 2.015 1.347 0.198
H 1.520 2.968 -0.186
H -0.407 1.598 -0.204
H -0.158 2.272 -1.788
H -1.085 -1.317 -0.672
H -2.487 1.243 -1.242
H -4.592 0.143 -0.871
H -3.889 -0.463 -2.373
H -4.596 -2.494 -1.335
H -2.996 -2.421 -0.583
H -4.432 -1.899 0.285
C -5.381 -4.165 4.362
C -4.621 -3.227 3.465
O -4.719 -3.288 2.258
C -3.733 -2.207 4.120
H -5.977 -4.846 3.756
H -4.684 -4.748 4.967
H -6.041 -3.592 5.015
H -2.962 -2.702 4.714
H -4.332 -1.555 4.754
H -3.251 -1.607 3.348
C -6.106 -5.181 -0.041
C -6.594 -6.548 0.362
O -6.425 -6.976 1.481
C -7.304 -7.366 -0.689
H -5.617 -4.705 0.806
H -5.391 -5.268 -0.862
H -6.951 -4.564 -0.355
H -6.639 -7.543 -1.536
H -8.195 -6.839 -1.032
H -7.600 -8.324 -0.266
C 7.511 3.316 2.613
C 6.388 2.452 2.098
O 6.260 2.219 0.918
C 5.429 1.890 3.116
H 8.122 3.651 1.777
H 7.106 4.187 3.129
H 8.136 2.744 3.302
H 4.936 2.701 3.653
H 5.966 1.258 3.826
H 4.675 1.290 2.609
C 6.423 4.649 -4.685
C 5.221 5.094 -3.890
O 4.576 4.309 -3.234
C 4.860 6.556 -3.947
H 6.568 3.578 -4.554
H 6.268 4.858 -5.744
H 7.315 5.173 -4.338
H 4.639 6.846 -4.976
H 5.687 7.160 -3.570
H 3.981 6.737 -3.333
C -6.318 1.025 3.595
C -6.839 0.103 4.667
O -6.324 -0.974 4.873
C -8.024 0.575 5.469
H -5.468 0.563 3.097
H -7.098 1.217 2.857
H -5.999 1.970 4.039
H -8.875 0.747 4.809
H -7.776 1.500 5.991
H -8.292 -0.184 6.201

Force components x, y, z for each atom (eV/Å):
C 0.4703 0.0308 -0.2963
C -0.5636 -0.6046 -0.1305
C 0.8164 0.2838 0.6827
C 0.2015 -0.4699 -0.7821
C -0.0852 0.5965 -0.2125
C 0.4716 -0.2911 0.7352
C -0.1022 0.6484 -0.7391
C 0.2702 -0.4634 1.5876
C -1.0780 0.4484 -1.0961
Cl -0.0147 0.5605 -0.3935
O -0.2791 -1.1590 -0.5009
S -1.6030 0.0985 -0.7230
O 1.6501 -0.6675 0.3588
O -0.1558 0.6300 1.6416
O 1.0218 1.2993 -1.4467
C 0.5167 -0.7262 2.6876
C -0.6350 -0.1533 -1.1915
Cl 0.1895 -0.0200 -0.2631
C 0.2204 0.2948 0.9354
C -0.3976 -0.0099 -0.3803
H 0.0033 0.1667 0.0938
H 0.0797 0.0831 -0.1047
H -0.3797 -0.0247 0.1599
H 0.1650 0.1154 -0.0251
H -0.0962 0.1345 0.1210
H -0.1299 -0.1727 -0.1446
H -0.1695 0.2530 0.0032
H -0.3042 -0.1445 -0.2368
H -0.3090 -0.3611 0.2845
H -0.0464 -0.1100 0.1875
H 0.1451 -0.0735 -0.0656
H -0.0805 -0.0134 -0.0994
H -0.0569 0.0342 0.0920
H -0.0652 -0.1592 -0.1542
H -0.1264 -0.1172 0.0234
H 0.1372 -0.0296 -0.0724
H 0.0644 -0.2856 -0.3067
H -0.1411 -0.0295 -0.0960
H -0.0096 -0.0210 0.0185
H -0.0570 -0.0140 -0.2315
H 0.0899 -0.0758 0.0014
H 0.1691 -0.0378 -0.0135
H -0.0598 -0.0291 -0.0804
H 0.2266 0.1579 0.0412
C -0.1464 -0.1412 -0.2168
C -0.0355 0.0220 -0.0449
O -0.0120 0.0705 0.0560
C 0.3496 0.1061 -0.1554
H 0.0495 -0.0092 -0.0064
H -0.0264 0.0817 0.1184
H 0.1219 0.0231 0.1121
H -0.0721 0.0033 0.0824
H 0.1631 -0.2065 0.0687
H 0.0142 -0.0405 -0.0067
C 0.1039 -0.0414 0.2860
C 0.0395 0.0135 0.0973
O -0.0317 -0.0074 -0.0159
C -0.0330 -0.2074 0.1723
H -0.0340 0.0055 -0.0528
H -0.1357 0.0490 -0.1255
H 0.0489 -0.0197 -0.1797
H -0.0786 0.1120 -0.0896
H 0.0749 0.0431 -0.1390
H 0.0107 0.0181 0.0074
C 0.0807 0.0261 -0.2245
C -0.0343 -0.0271 -0.1316
O 0.0960 0.1376 0.3076
C -0.1287 -0.1072 -0.1727
H -0.0195 -0.0153 -0.0026
H 0.0366 -0.0645 0.1437
H -0.0643 0.0769 0.1254
H 0.0906 -0.0274 0.1315
H -0.0109 0.1124 0.1124
H 0.0221 0.0094 -0.0141
C -0.0373 -0.2269 0.0745
C -0.0617 -0.1037 0.0715
O -0.0457 0.3538 -0.1664
C -0.1749 -0.0380 0.1527
H -0.0166 0.0139 0.0098
H 0.1008 0.1215 0.0057
H -0.0003 0.0932 -0.1286
H 0.1409 0.0742 -0.0122
H 0.0390 0.0443 -0.1508
H 0.0096 -0.0220 -0.0038
C 0.1893 -0.1908 -0.0484
C 0.0289 -0.0747 -0.0148
O -0.3698 0.1503 0.0769
C 0.0215 -0.2220 0.1325
H -0.0181 -0.0077 0.0048
H -0.0248 0.1450 0.0571
H -0.1352 0.0756 -0.0552
H 0.0229 0.1592 0.0074
H -0.0862 0.0870 -0.1084
H 0.0151 0.0003 -0.0157

Atom-resolved charges from Mulliken, all expressed in e:
1 C -0.68
2 C -0.58
3 C -0.85
4 C 0.95
5 C -0.51
6 C -0.31
7 C -1.50
8 C -0.92
9 C 1.43
10 Cl -0.15
11 O -0.22
12 S 1.12
13 O -0.59
14 O -0.60
15 O -0.44
16 C -1.31
17 C 0.01
18 Cl -0.16
19 C -1.00
20 C -0.95
21 H 0.13
22 H 0.43
23 H -0.03
24 H 0.35
25 H 0.33
26 H 0.18
27 H 0.41
28 H 0.04
29 H -0.43
30 H 0.17
31 H 0.32
32 H 0.40
33 H 0.27
34 H 0.60
35 H 0.41
36 H 0.32
37 H 0.41
38 H 0.85
39 H 0.57
40 H 0.49
41 H 0.39
42 H 0.30
43 H 0.30
44 H 0.29
45 C -1.08
46 C 0.87
47 O -0.47
48 C -0.82
49 H 0.21
50 H 0.35
51 H 0.29
52 H 0.42
53 H 0.21
54 H 0.00
55 C -0.55
56 C 0.72
57 O -0.55
58 C -1.19
59 H 0.03
60 H 0.32
61 H 0.37
62 H 0.31
63 H 0.31
64 H 0.33
65 C -1.20
66 C 0.77
67 O -0.51
68 C -1.09
69 H 0.30
70 H 0.34
71 H 0.35
72 H 0.37
73 H 0.32
74 H 0.23
75 C -0.89
76 C 0.76
77 O -0.46
78 C -1.25
79 H 0.09
80 H 0.34
81 H 0.32
82 H 0.34
83 H 0.34
84 H 0.30
85 C -0.89
86 C 0.75
87 O -0.50
88 C -1.23
89 H 0.13
90 H 0.34
91 H 0.34
92 H 0.35
93 H 0.34
94 H 0.31